91
Properties=species:S:1:pos:R:3:lowdin_charge:R:1 method="wB97M-V/def2-TZVPD" spin_multiplicity=2 s_squared=0.75 energy_ev=-91332.65466 charge=0
Yb 0.0924 -0.6534 -0.5091 1.67
C 2.9365 -0.3542 -3.0165 -0.08
C 2.1229 0.8907 -3.3660 -0.26
N 0.6865 0.7005 -3.1278 -0.21
C -0.0302 1.9850 -3.0607 -0.25
C 0.2337 2.9943 -4.1851 -0.07
C 0.1058 -0.1797 -4.1510 -0.18
C -1.0883 -0.9607 -3.5994 -0.22
N -0.5908 -1.7271 -2.4713 -0.12
C -1.1782 -2.8733 -2.1436 -0.23
C -0.4904 -3.7196 -1.2278 -0.14
F 0.7147 -3.1895 -0.7381 -0.02
C -0.9350 -4.9559 -0.8332 -0.23
F -0.2154 -5.6877 0.0343 0.09
C -2.1251 -5.4680 -1.3317 0.05
C -2.8474 -4.6650 -2.2011 -0.22
F -4.0245 -5.1273 -2.6708 0.08
C -2.4208 -3.4127 -2.5883 -0.13
F -3.2475 -2.6693 -3.3762 0.06
H 3.9736 -0.0859 -2.8292 0.08
H 2.9269 -1.0865 -3.8186 0.07
H 2.5182 -0.8283 -2.1183 0.05
H 2.3077 1.1560 -4.4149 0.12
H 2.4658 1.7195 -2.7423 0.10
H 0.2322 2.4538 -2.1068 0.08
H -1.1005 1.7643 -3.0262 0.11
H -0.3806 3.8713 -4.0028 0.08
H -0.0257 2.5984 -5.1626 0.07
H 1.2731 3.3122 -4.2003 0.07
H 0.8566 -0.9201 -4.4295 0.11
H -0.1943 0.3745 -5.0484 0.12
H -1.4609 -1.6091 -4.4010 0.12
H -1.8963 -0.2754 -3.3029 0.10
H -2.4743 -6.4502 -1.0709 0.13
C -4.6064 -0.5598 -0.9359 0.01
C -3.2940 -0.7866 -0.2237 -0.34
O -2.2641 -0.2559 -0.6916 -0.10
C -3.2813 -1.5959 0.9655 -0.10
C -4.4685 -1.8920 1.6652 -0.03
C -4.4648 -2.6436 2.8087 -0.09
C -3.2541 -3.1460 3.2980 -0.07
C -2.0816 -2.8910 2.6487 0.00
C -2.0364 -2.1102 1.4638 -0.33
O -0.9084 -1.8967 0.8853 -0.25
H -4.4209 -0.0698 -1.8888 0.09
H -5.2551 0.0741 -0.3338 0.09
H -5.1163 -1.5035 -1.1098 0.10
H -5.4013 -1.4808 1.3116 0.11
H -5.3840 -2.8519 3.3355 0.10
H -3.2475 -3.7370 4.2013 0.11
H -1.1460 -3.2746 3.0270 0.12
C 3.2407 3.4249 2.0605 -0.10
C 2.7434 2.5597 0.8950 -0.62
C 3.9722 1.8624 0.3010 -0.12
C 2.2027 3.5316 -0.1570 -0.12
Si 1.3433 1.1591 1.2921 0.80
C 2.1959 -0.1530 2.5737 -0.64
C 3.0704 -1.0941 1.7312 -0.12
C 1.1420 -1.0480 3.2284 -0.13
C 3.0309 0.4431 3.7066 -0.10
C -0.2643 2.1675 1.9972 -0.64
C -1.0947 2.6035 0.7820 -0.13
C -1.1512 1.2321 2.8190 -0.11
C -0.0041 3.4089 2.8507 -0.10
H 4.1385 3.9650 1.7520 0.08
H 3.4867 2.8363 2.9348 0.05
H 2.5023 4.1648 2.3463 0.06
H 4.6131 2.5921 -0.1958 0.08
H 3.6887 1.1025 -0.4270 0.05
H 4.5546 1.3977 1.0926 0.07
H 2.9806 4.2329 -0.4586 0.09
H 1.3802 4.1106 0.2477 0.06
H 1.8565 3.0024 -1.0408 0.04
H 2.4609 -1.6049 0.9681 0.04
H 3.5212 -1.8612 2.3616 0.09
H 3.8732 -0.5647 1.2288 0.05
H 0.4511 -1.4465 2.4908 0.03
H 0.5787 -0.5139 3.9856 0.07
H 1.6210 -1.8971 3.7190 0.09
H 3.9479 0.8935 3.3417 0.06
H 3.3142 -0.3325 4.4197 0.08
H 2.4577 1.1954 4.2427 0.08
H -1.3952 1.7382 0.1827 0.03
H -0.5438 3.2875 0.1429 0.05
H -1.9993 3.1163 1.1105 0.09
H -1.3279 0.2917 2.2988 0.05
H -2.1227 1.6930 3.0048 0.09
H -0.7031 1.0193 3.7849 0.07
H 0.4215 4.2107 2.2565 0.06
H 0.6695 3.1918 3.6743 0.08
H -0.9424 3.7811 3.2663 0.08